# C38H33N10O9S3SbV

A structure of composition C38H33N10O9S3SbV (wB97M-V/def2-TZVPD, OMol25).

The value obtained for the max |F| is 0.01491 hartree/bohr. Its spin multiplicity is 2. For the relative energy (zero: lowest compared OMol25 entry of this formula, charge and spin), the calculation gives 0.0 kJ/mol. The HOMO energy (spin up / spin down) comes out at -12.824 / -12.829 eV. For the orbital gap (spin up / spin down), the calculation gives 5.32 / 5.75 eV. For the LUMO energy (spin up / spin down), the calculation gives -7.504 / -7.081 eV. As for the charge: +2.

Structure (XYZ):
```
95
C38H33N10O9S3SbV | OMol25 | wB97M-V/def2-TZVPD
V 0.1685 -0.2614 1.4356
N 7.9037 -0.9165 -1.4710
C 6.5937 -0.5902 -1.3875
C 6.1458 0.3363 -0.4211
C 4.8185 0.6796 -0.3519
C 3.9052 0.0980 -1.2317
C 4.3250 -0.8363 -2.1803
C 5.6518 -1.1720 -2.2616
S 2.2499 0.5356 -1.1569
O 2.1011 1.8741 -0.6762
O 1.5789 0.1254 -2.3494
N 1.5596 -0.4286 0.1078
C 2.2099 -1.4611 0.7468
N 1.7311 -1.5020 2.0061
C 2.1060 -2.4892 2.8261
C 3.0437 -3.3950 2.3913
C 3.4847 -3.2676 1.0753
N 3.0525 -2.3295 0.2305
H 8.5904 -0.4493 -0.9079
H 8.2411 -1.5115 -2.2054
H 6.8645 0.8008 0.2433
H 4.4836 1.4183 0.3662
H 3.6010 -1.2853 -2.8501
H 5.9862 -1.8797 -3.0117
H 1.6536 -2.5179 3.8093
H 3.4057 -4.1853 3.0319
H 4.2030 -3.9735 0.6718
O -3.3294 4.3977 6.0269
N -3.8511 4.2343 4.9471
O -4.8123 4.8271 4.5148
C -3.2392 3.2265 4.0554
C -3.8170 2.9852 2.8161
C -3.2395 2.0610 1.9919
C -2.0391 1.4032 2.3147
O -1.4045 0.7020 1.4277
C -1.5659 1.6094 3.6299
C -2.1493 2.5324 4.4952
N -0.4911 0.8151 4.1414
O -0.0181 1.0551 5.2081
O -0.0922 -0.2110 3.4936
N -3.9305 1.6892 0.7545
O -4.0111 0.4968 0.5372
O -4.4564 2.5703 0.1138
H -4.7116 3.5128 2.5117
H -1.7638 2.6953 5.4912
S -1.0277 -2.1691 0.9094
Sb -1.8265 -1.8599 -1.2965
C -3.3695 -3.2599 -1.3953
C -3.9042 -3.5268 -2.6551
C -4.9092 -4.4730 -2.7792
C -5.3693 -5.1466 -1.6545
C -4.8308 -4.8774 -0.4036
C -3.8257 -3.9303 -0.2674
C -0.2445 -2.4561 -2.5247
C 0.6504 -3.4291 -2.0915
C 1.6476 -3.8664 -2.9502
C 1.7408 -3.3385 -4.2329
C 0.8467 -2.3657 -4.6591
C -0.1515 -1.9197 -3.8048
C -2.5469 -0.0254 -1.9918
C -1.6830 1.0393 -2.2319
C -2.1937 2.2171 -2.7570
C -3.5485 2.3204 -3.0469
C -4.4027 1.2518 -2.8073
C -3.9070 0.0742 -2.2705
H -3.5474 -3.0085 -3.5401
H -5.3315 -4.6845 -3.7528
H -6.1536 -5.8857 -1.7547
H -5.1938 -5.4037 0.4696
H -3.4168 -3.7177 0.7115
H 0.5762 -3.8432 -1.0937
H 2.3455 -4.6280 -2.6245
H 2.5101 -3.6946 -4.9071
H 0.9249 -1.9516 -5.6565
H -0.8314 -1.1434 -4.1371
H -0.6224 0.9522 -2.0514
H -1.5274 3.0478 -2.9510
H -3.9425 3.2393 -3.4625
H -5.4584 1.3377 -3.0284
H -4.5824 -0.7475 -2.0622
C -0.2150 6.0113 2.0930
C 0.4518 5.2289 0.9576
C 0.9639 3.9043 1.4195
N 0.3045 2.8070 1.3485
N 0.9684 1.7365 1.8995
C 2.1485 2.0504 2.3932
N 3.0019 1.1540 2.9395
S 2.5142 3.7201 2.2042
H -0.5905 6.9651 1.7239
H 0.4867 6.2195 2.9027
H -1.0564 5.4502 2.5050
H 1.2728 5.8031 0.5259
H -0.2572 5.0306 0.1540
H 2.6112 0.2738 3.2355
H 3.7647 1.4993 3.4992
```